# 1
{
  "formula": "C8H53ClO26",
  "method": "ωB97M-V with the def2-TZVPD basis set",
  "lumo_energy_ev": -0.4011,
  "relative_energy_ev": 0.000,
  "gap_ev": 8.7408,
  "energy_ha": -2752.98738,
  "max_force_ev_per_a": 0.8,
  "homo_ev": -9.1,
  "total_charge": 0,
  "elements": ["C", "C", "O", "C", "C", "O", "C", "O", "C", "O", "O", "C", "C", "O", "Cl", "H", "H", "H", "H", "H", "H", "H", "H", "H", "H", "H", "H", "H", "O", "H", "H", "O", "H", "H", "O", "H", "H", "O", "H", "H", "O", "H", "H", "O", "H", "H", "O", "H", "H", "O", "H", "H", "O", "H", "H", "O", "H", "H", "O", "H", "H", "O", "H", "H", "O", "H", "H", "O", "H", "H", "O", "H", "H", "O", "H", "H", "O", "H", "H", "O", "H", "H", "O", "H", "H", "O", "H", "H"],
  "coordinates": [[4.9088, -0.6830, -0.5199], [5.6639, 0.4033, -1.2689], [5.0185, 0.8363, -2.4597], [3.7079, 1.2987, -2.2744], [3.5158, 2.2856, -1.1294], [2.4532, 3.1852, -1.4770], [1.2964, 2.9747, -0.7696], [0.1409, 3.1834, -1.6246], [0.0431, 2.2940, -2.6261], [0.5410, 2.3999, -3.7072], [-0.7173, 1.2295, -2.2508], [-0.1510, -0.0536, -2.5551], [-0.0684, -0.8106, -1.2495], [-0.9935, -1.2734, -0.6617], [1.5510, -0.8922, -0.6301], [5.2009, -1.6851, -0.8114], [5.1383, -0.5956, 0.5388], [3.8305, -0.5785, -0.6039], [6.6228, 0.0087, -1.5924], [5.9066, 1.2393, -0.6089], [3.0225, 0.4548, -2.1420], [3.4052, 1.8292, -3.1627], [3.2859, 1.7839, -0.1877], [4.4197, 2.8635, -0.9617], [1.2403, 1.9637, -0.3593], [1.1628, 3.7010, 0.0299], [-0.8149, -0.6012, -3.2223], [0.8239, 0.0390, -3.0231], [4.3934, -3.0738, 1.1308], [3.7455, -3.7438, 1.3757], [5.2479, -3.4819, 1.2999], [1.7813, -3.9881, 1.0761], [1.2149, -3.3781, 0.5932], [1.3508, -4.8467, 0.9950], [-1.9169, 4.9435, -0.2441], [-1.2285, 4.3727, -0.6040], [-2.7071, 4.7196, -0.7429], [-0.9501, 1.7098, 1.1143], [-0.9438, 1.9670, 0.1856], [-1.5937, 0.9882, 1.1470], [0.4520, -6.2136, 2.5878], [-0.4462, -6.0371, 2.8892], [0.7431, -6.9702, 3.1076], [-3.3979, 0.5838, 0.2996], [-2.9183, -0.0835, -0.2024], [-4.3147, 0.2731, 0.2746], [4.0433, 3.6397, -4.3025], [3.3522, 3.5563, -4.9672], [3.9689, 4.5477, -3.9929], [-4.9327, -1.9135, -0.1492], [-5.0271, -2.3929, 0.6822], [-4.0632, -2.1789, -0.4684], [-0.7583, -7.4151, -0.0762], [-0.3319, -7.1704, 0.7532], [-0.1621, -7.0975, -0.7641], [-2.3170, 3.1891, -5.1267], [-2.7413, 2.5399, -4.5559], [-1.3761, 2.9953, -5.0510], [-2.5579, 1.1680, 3.5500], [-3.0747, 0.8617, 2.7926], [-2.0914, 1.9503, 3.2325], [-5.9698, 2.0195, -0.1154], [-5.1362, 2.3752, 0.2194], [-6.3614, 2.7322, -0.6313], [2.8897, 0.8686, 1.5447], [1.9813, 1.0358, 1.8271], [3.1795, 0.1277, 2.0875], [-4.7162, 1.1709, 5.8470], [-4.2791, 1.3827, 6.6792], [-4.1143, 1.4987, 5.1632], [-5.0499, -0.4149, 3.1053], [-5.5122, 0.3330, 2.7045], [-5.1157, -0.2372, 4.0546], [-6.6856, 2.2553, 2.7304], [-6.6471, 2.5030, 1.7964], [-7.3695, 1.5788, 2.7730], [0.5270, -7.4375, -2.9792], [0.5458, -7.1790, -3.9054], [-0.1048, -8.1638, -2.9411], [-1.2686, -0.0297, -5.7677], [-1.5792, 0.5285, -6.4887], [-0.6907, 0.5537, -5.2615], [7.5457, -1.4184, 0.6585], [7.3623, -1.5611, 1.5924], [8.4635, -1.1295, 0.6357], [-3.9562, 2.1303, 9.1175], [-4.8505, 2.3112, 9.4234], [-3.6849, 1.3444, 9.6019]],
  "forces_ev_per_angstrom": [[0.2, 0.2, 0.4], [0.1, -0.5, -0.2], [0.2, 0.2, 0.1], [-0.3, 0.0, 0.0], [0.2, -0.3, 0.1], [-0.2, 0.1, 0.1], [0.2, 0.0, 0.2], [-0.1, 0.2, -0.2], [0.4, -0.1, -0.1], [-0.3, 0.0, 0.0], [0.4, -0.1, 0.4], [-0.5, -0.2, -0.6], [-0.1, 0.0, 0.2], [-0.1, 0.0, -0.1], [-0.2, -0.4, 0.3], [-0.1, 0.0, -0.2], [0.0, -0.1, 0.0], [0.3, 0.0, -0.1], [0.1, 0.0, -0.1], [-0.2, 0.2, 0.0], [0.0, 0.0, -0.1], [0.2, 0.0, -0.4], [0.1, 0.1, -0.2], [0.0, 0.3, -0.2], [0.0, -0.1, 0.0], [-0.2, 0.1, 0.0], [-0.1, 0.0, 0.0], [0.1, 0.1, 0.0], [0.3, -0.1, 0.3], [-0.4, 0.1, -0.1], [0.1, 0.1, -0.1], [-0.2, -0.2, -0.1], [0.1, 0.1, 0.0], [0.0, 0.0, 0.3], [0.0, 0.0, 0.1], [-0.1, 0.1, -0.1], [0.0, 0.0, 0.0], [0.5, -0.2, -0.1], [-0.2, 0.1, 0.0], [0.0, 0.2, 0.1], [-0.1, -0.2, -0.2], [0.0, 0.1, 0.0], [0.0, 0.0, 0.0], [-0.1, 0.2, 0.0], [0.0, -0.1, -0.1], [0.1, -0.2, 0.0], [0.1, 0.2, -0.2], [0.0, 0.0, 0.0], [0.0, 0.0, 0.1], [0.1, -0.1, 0.0], [-0.1, 0.2, 0.1], [0.0, -0.1, -0.1], [0.0, 0.0, 0.0], [0.1, 0.0, 0.1], [0.0, 0.0, -0.1], [0.0, -0.1, 0.0], [0.0, 0.0, 0.0], [0.0, 0.1, 0.0], [0.0, 0.2, 0.1], [-0.1, -0.1, 0.1], [0.0, -0.1, -0.1], [-0.1, 0.2, 0.2], [0.1, -0.1, -0.2], [0.0, -0.1, -0.1], [-0.2, 0.0, 0.4], [0.0, 0.0, 0.1], [0.1, -0.1, 0.0], [0.0, 0.0, -0.1], [0.0, 0.0, 0.1], [0.1, -0.1, 0.0], [-0.1, 0.0, -0.1], [0.0, 0.1, 0.1], [0.1, 0.0, 0.0], [0.1, -0.1, 0.0], [-0.1, -0.2, 0.0], [-0.1, 0.1, 0.0], [-0.1, -0.1, 0.1], [0.0, 0.1, 0.0], [0.0, 0.0, 0.0], [0.1, 0.1, 0.2], [-0.1, 0.0, 0.0], [0.1, 0.0, -0.1], [0.2, 0.0, 0.1], [0.0, 0.0, 0.0], [0.0, 0.0, 0.0], [0.0, -0.1, -0.1], [0.0, 0.0, 0.0], [0.0, 0.0, 0.0]],
  "lowdin_charge": [-0.110, -0.246, -0.115, -0.222, -0.144, -0.058, -0.183, 0.031, -0.547, 0.181, 0.042, -0.128, -0.730, 0.078, 0.905, 0.072, 0.057, -0.030, 0.112, 0.111, 0.057, 0.094, 0.079, 0.136, 0.103, 0.157, 0.134, 0.120, -0.066, 0.004, 0.036, -0.054, 0.006, 0.020, -0.046, -0.005, 0.031, -0.045, 0.006, 0.005, -0.040, 0.061, 0.058, -0.053, 0.016, 0.025, -0.039, 0.042, 0.046, -0.044, 0.050, 0.035, -0.064, -0.011, 0.004, -0.048, 0.035, 0.006, -0.055, 0.002, 0.036, -0.045, 0.041, 0.058, -0.080, 0.044, 0.055, -0.065, 0.012, 0.010, -0.059, 0.003, 0.023, -0.055, 0.003, 0.047, -0.053, 0.040, 0.043, -0.052, 0.043, 0.004, -0.042, 0.043, 0.045, -0.051, 0.040, 0.038]
}

# 2
{
  "formula": "C8H5AlN2O5",
  "method": "ωB97M-V with the def2-TZVPD basis set",
  "lumo_energy_ev": [-9.8845, -9.8848],
  "relative_energy_ev": 0.000,
  "gap_ev": [7.0451, 7.0445],
  "energy_ha": -1035.16946,
  "max_force_ev_per_a": 10.1,
  "homo_ev": [-16.9, -16.9],
  "total_charge": 2,
  "elements": ["O", "C", "Al", "O", "C", "C", "O", "C", "O", "C", "O", "H", "N", "C", "C", "C", "N", "H", "H", "H", "H"],
  "coordinates": [[-0.0759, 4.5361, -5.2678], [-0.0104, 4.0423, -4.2401], [0.4650, 0.4779, -0.7454], [-0.4780, 3.3303, 0.5691], [-0.1087, 2.3852, 0.0229], [-0.8638, -0.9062, -1.5845], [-1.3906, -1.9331, -1.9310], [2.6221, 0.5441, -0.7159], [3.7696, 0.5570, -0.6107], [-1.5829, 0.0909, -0.5875], [-2.6963, 0.0671, -0.1702], [0.2799, -0.2904, -2.1048], [-0.7792, -1.5889, 1.0095], [-0.5921, -2.1626, 2.2036], [0.4804, -1.5283, 2.8034], [0.9239, -0.5440, 1.9214], [0.1431, -0.6202, 0.8024], [-1.5052, -1.9058, 0.3645], [-1.2267, -2.9837, 2.4994], [0.9065, -1.7501, 3.7556], [1.7195, 0.1823, 2.0063]],
  "forces_ev_per_angstrom": [[0.1, -1.1, 2.4], [-0.1, 1.1, -2.4], [-1.3, 1.8, 2.6], [1.0, -3.9, -2.4], [0.1, 4.3, 2.7], [-4.0, -9.0, -2.1], [2.8, 4.1, -0.1], [5.1, 0.3, 0.7], [-5.2, -0.1, -0.6], [-2.1, 5.2, 0.4], [2.5, -1.0, -1.3], [-0.5, -0.6, -1.2], [0.4, -1.1, 1.1], [0.2, 0.4, -0.4], [0.5, 0.5, 0.2], [-1.3, -1.4, -0.1], [1.3, 0.4, -0.3], [0.5, 0.3, 0.1], [0.0, 0.0, 0.2], [0.1, -0.1, 0.4], [0.0, -0.1, 0.1]],
  "lowdin_charge": [0.035, -0.017, 0.275, 0.265, 0.126, -0.188, 0.267, 0.166, 0.286, -0.247, 0.227, 0.137, 0.059, 0.046, 0.032, -0.012, -0.054, 0.167, 0.165, 0.130, 0.136]
}

# 3
{
  "formula": "C8H5ClN2O",
  "method": "ωB97M-V with the def2-TZVPD basis set",
  "lumo_energy_ev": -1.1518,
  "relative_energy_ev": 1.266,
  "gap_ev": 7.4426,
  "energy_ha": -952.66909,
  "max_force_ev_per_a": 4.2,
  "homo_ev": -8.6,
  "total_charge": 0,
  "smiles": "O=Nn1ccc2c(Cl)cccc21",
  "elements": ["O", "N", "N", "C", "C", "C", "C", "Cl", "C", "C", "C", "C", "H", "H", "H", "H", "H"],
  "coordinates": [[-2.2649, -1.0943, -0.8975], [-1.3104, -1.6898, -0.3762], [-0.5070, -0.9934, 0.5328], [0.1207, -1.4765, 1.6311], [1.0562, -0.6368, 2.1537], [1.1530, 0.4598, 1.2278], [1.9533, 1.6564, 1.1773], [3.4793, 1.9184, 2.0266], [1.6645, 2.5769, 0.1855], [0.5269, 2.3418, -0.6987], [-0.1721, 1.1572, -0.7116], [0.0946, 0.2033, 0.2414], [-0.1735, -2.3459, 2.0451], [1.6040, -0.6844, 3.1389], [2.1952, 3.4894, 0.0806], [0.5348, 3.2250, -1.3259], [-0.9586, 0.8890, -1.4349]],
  "forces_ev_per_angstrom": [[3.8, -0.7, 1.8], [-2.9, -0.4, -0.5], [-0.3, 1.7, -1.5], [1.4, 0.5, 1.0], [0.6, 0.3, 0.3], [-0.7, 0.4, -0.4], [-0.3, -0.7, -1.3], [-0.9, -0.5, 0.2], [-2.5, -1.8, 0.0], [3.0, 1.0, 1.2], [-1.3, 0.0, -1.4], [2.4, 2.7, 1.5], [-1.1, -2.8, 1.1], [-0.8, -0.3, -1.5], [0.5, 0.5, 0.0], [-1.3, -0.6, -0.8], [0.4, 0.7, 0.2]],
  "lowdin_charge": [0.023, 0.054, -0.051, -0.074, -0.002, -0.146, -0.581, 0.636, -0.116, -0.056, -0.033, -0.169, 0.087, 0.136, 0.085, 0.099, 0.108]
}

# 4
{
  "formula": "C8H5F3N7O5",
  "method": "ωB97M-V with the def2-TZVPD basis set",
  "lumo_energy_ev": 0.6200,
  "relative_energy_ev": 1.463,
  "gap_ev": 4.7068,
  "energy_ha": -1366.71014,
  "max_force_ev_per_a": 12.7,
  "homo_ev": -4.1,
  "total_charge": -1,
  "elements": ["C", "N", "C", "C", "F", "F", "F", "O", "H", "H", "H", "O", "N", "O", "C", "C", "C", "N", "O", "O", "C", "N", "N", "N", "N", "C", "H", "H"],
  "coordinates": [[-0.8642, -2.7198, -1.0792], [-1.5629, -1.5634, -0.8463], [-1.4175, -0.9309, 0.3154], [-2.1122, 0.4146, 0.4623], [-1.6695, 1.2364, -0.5051], [-3.4401, 0.2425, 0.3477], [-1.8199, 0.9308, 1.6666], [-0.7520, -1.3827, 1.2247], [-1.0608, -3.0631, -2.0960], [0.2038, -2.5252, -0.9567], [-1.1707, -3.4865, -0.3663], [0.9047, -8.7115, 0.5552], [-0.1287, -8.2225, 1.0170], [-1.1744, -8.8671, 1.1257], [-0.1302, -6.8371, 1.4546], [-1.2702, -6.2848, 1.9528], [-1.2908, -4.9644, 2.4562], [-2.5080, -4.4715, 3.0738], [-3.5272, -5.1595, 2.9839], [-2.4703, -3.3915, 3.6689], [-0.1873, -4.1707, 2.4417], [1.0065, -4.6747, 1.9414], [2.2313, -4.1031, 1.8685], [2.7496, -5.1391, 1.3805], [2.3005, -6.3083, 1.0612], [1.0443, -6.0386, 1.4436], [-2.1758, -6.8776, 1.9857], [-0.2329, -3.1605, 2.8231]],
  "forces_ev_per_angstrom": [[0.7, -0.7, 0.1], [-2.4, 4.3, 0.4], [-0.3, -2.5, -3.9], [0.8, -1.7, -0.3], [-0.5, 0.8, 0.3], [-0.2, 0.9, 0.1], [-0.5, 0.7, -0.3], [1.9, -0.6, 3.6], [0.1, -0.2, 0.0], [0.5, -0.5, 0.0], [0.2, -0.8, 0.2], [-1.0, 1.1, 0.7], [0.2, -1.8, -0.8], [0.7, 0.9, 0.1], [-0.1, 1.2, 0.5], [-0.6, -0.2, 0.1], [0.5, -0.9, -0.4], [-1.5, 1.2, 0.9], [1.2, 0.4, -0.1], [0.3, -1.4, -0.8], [1.2, 0.2, -0.3], [-6.6, -1.4, 1.0], [-2.4, -3.5, -0.7], [12.4, 2.3, -2.0], [-3.7, 1.8, 1.5], [-0.9, 0.3, 0.3], [0.0, 0.1, 0.0], [0.2, 0.2, -0.2]],
  "lowdin_charge": [-0.242, -0.046, -0.550, -0.579, 0.121, 0.122, 0.122, -0.027, 0.057, 0.070, 0.050, 0.084, -0.326, 0.062, -0.070, 0.100, -0.116, -0.324, 0.069, 0.094, 0.097, -0.011, 0.144, -0.142, 0.139, -0.165, 0.134, 0.133]
}

# 5
{
  "formula": "C8H5F4N",
  "method": "ωB97M-V with the def2-TZVPD basis set",
  "multiplicity": 3,
  "lumo_energy_ev": [0.5899, -1.9238],
  "gap_ev": [8.5040, 8.9399],
  "energy_ha": -761.87814,
  "max_force_ev_per_a": 3.7,
  "s2": 2.049,
  "homo_ev": [-7.9, -10.9],
  "total_charge": 0,
  "elements": ["C", "C", "C", "C", "C", "C", "C", "C", "N", "F", "F", "F", "F", "H", "H", "H", "H", "H"],
  "coordinates": [[-0.7909, 0.6936, 2.4807], [-0.1913, -0.9376, -0.0507], [-1.2677, -1.1035, 0.8016], [-0.0254, 1.5814, -0.3441], [-1.1830, 1.9803, -0.0479], [0.7116, 0.1692, 0.0310], [-1.5758, -0.3111, 1.8875], [-2.5970, 2.2577, 0.0817], [-0.1576, 1.4859, 3.0239], [-2.7205, -0.5747, 2.5412], [-3.0760, 2.2066, 1.3317], [-2.9008, 3.4943, -0.3781], [-3.3360, 1.4003, -0.6556], [-0.1416, -1.5712, -0.9229], [-1.9761, -1.8959, 0.6035], [0.7399, 2.1694, -0.8263], [1.0669, 0.3936, 1.0341], [1.5414, 0.0874, -0.6627]],
  "forces_ev_per_angstrom": [[-0.2, -0.2, 0.4], [-1.9, -1.2, 0.3], [0.5, -0.1, -0.7], [2.9, -2.2, 0.0], [-1.7, 0.4, -0.1], [-0.1, 3.1, -0.4], [-0.2, -0.5, 0.4], [-0.5, 0.3, -0.3], [0.2, 0.3, 0.1], [0.1, 0.1, 0.0], [0.3, -0.1, 0.2], [0.1, 0.1, 0.0], [0.2, -0.1, 0.0], [0.1, -0.2, 0.1], [-0.1, 0.0, 0.0], [0.0, 0.8, -0.2], [0.4, -0.3, 0.1], [0.1, 0.0, 0.1]],
  "mulliken_spin": [-0.026, 0.433, -0.148, 0.024, 0.686, 0.091, 0.471, 0.074, 0.193, 0.037, 0.014, 0.030, 0.012, 0.021, -0.004, 0.082, 0.019, -0.010]
}

# 6
{
  "formula": "C8H5HfN2O5",
  "method": "ωB97M-V with the def2-TZVPD basis set",
  "lumo_energy_ev": -15.0903,
  "relative_energy_ev": 0.000,
  "gap_ev": 6.3842,
  "energy_ha": -840.26728,
  "max_force_ev_per_a": 7.8,
  "homo_ev": -21.5,
  "total_charge": 3,
  "elements": ["O", "C", "Hf", "O", "C", "C", "O", "C", "O", "C", "O", "H", "N", "C", "C", "C", "N", "H", "H", "H", "H"],
  "coordinates": [[-2.1456, -5.0680, -0.9679], [-1.3980, -4.2193, -0.9971], [-0.1114, 0.2230, -1.0372], [2.5607, -1.6393, -0.5290], [1.5631, -1.0425, -0.6255], [1.7554, 1.4862, -1.2670], [2.7336, 2.0299, -1.5771], [0.0341, 2.0857, -3.1860], [0.3665, 2.6623, -4.1215], [1.1995, -0.4833, -2.8546], [2.1229, -0.7750, -3.4844], [-0.3949, -1.4573, -0.5153], [-1.0428, -0.4696, 2.0178], [-1.2775, 0.1825, 3.1459], [-0.9032, 1.5152, 2.9282], [-0.4606, 1.5898, 1.6128], [-0.5730, 0.3354, 1.0495], [-1.2752, -1.4189, 1.8024], [-1.6995, -0.2951, 4.0171], [-0.9462, 2.3522, 3.6111], [-0.1080, 2.4061, 0.9778]],
  "forces_ev_per_angstrom": [[1.2, 1.2, -0.1], [-1.2, -1.2, 0.1], [-3.2, 1.6, 1.1], [-5.2, 2.6, -0.2], [6.6, -3.8, 1.8], [6.6, 3.5, -1.2], [-5.0, -2.6, 1.7], [0.8, 2.0, -3.7], [-1.4, -2.2, 3.7], [4.7, -2.2, -4.4], [-4.4, 1.3, 2.5], [0.3, -0.6, -0.7], [-0.2, -0.3, 0.1], [0.3, 0.6, -0.3], [0.4, 1.0, -0.6], [-0.5, -0.5, 0.7], [0.3, 0.4, -1.3], [-0.1, -0.6, 0.0], [0.0, -0.1, 0.1], [-0.1, -0.2, 0.1], [-0.1, 0.1, 0.6]],
  "lowdin_charge": [0.074, -0.024, 1.468, 0.289, -0.175, -0.058, 0.299, 0.054, 0.234, -0.051, 0.297, 0.026, 0.061, 0.078, 0.058, -0.059, -0.208, 0.180, 0.177, 0.150, 0.131]
}